259
Properties=species:S:1:pos:R:3:forces:R:3 method="wB97M-V/def2-TZVPD" mol_weight_g_mol=2286.6 orbital_gap_ha=0.2961 lumo_ev=-0.6 e_tot_ha=-12153.06834 max_force_ev_per_a=5.26
F 3.179043 0.254373 1.252537 -0.666 -0.308 -0.737
C 3.568657 0.838058 2.388034 0.468 -0.107 -0.423
C 4.847408 1.347199 2.381057 0.011 0.234 -0.904
C 5.298100 1.933756 3.533985 1.582 0.675 0.790
C 4.489420 1.947092 4.645056 -0.047 -0.877 -0.393
C 3.246340 1.336372 4.596576 -0.273 1.519 3.578
C 2.721082 0.842827 3.475933 -0.006 -0.711 -2.091
H 5.426151 1.351764 1.455080 -0.120 -0.194 0.348
H 6.331030 2.338304 3.657550 -0.970 -0.299 -0.543
H 4.883360 2.308172 5.552376 0.205 0.476 1.008
H 2.654365 1.333444 5.536431 0.321 -0.011 -0.722
H 1.727785 0.472608 3.380594 -0.562 -0.375 0.008
F 4.687777 -5.021111 0.263915 0.226 -0.045 0.000
C 3.456514 -4.604171 0.610536 0.813 1.402 -0.562
C 2.554065 -5.546287 0.992412 -1.338 -0.904 0.958
C 1.267337 -5.146972 1.386166 1.161 1.347 -1.180
C 0.963894 -3.768635 1.217679 -1.846 -3.774 1.281
C 1.888963 -2.894123 0.784743 -0.413 1.672 -0.127
C 3.180715 -3.231722 0.505981 0.956 -1.337 -0.236
H 2.837651 -6.592740 1.037871 0.116 0.124 -0.089
H 0.541163 -5.888383 1.673818 -0.176 0.014 0.122
H -0.070338 -3.527999 1.455235 0.250 0.620 -0.192
H 1.462400 -1.924914 0.668023 0.579 1.054 -0.125
H 3.957705 -2.541944 0.177699 -0.284 -0.102 0.029
F -6.638522 -2.317140 -5.659829 -0.823 -0.252 -0.230
C -5.629477 -1.671590 -5.083957 1.635 0.375 -0.112
C -4.325642 -1.981937 -5.551940 -0.351 -0.550 -0.031
C -3.261969 -1.319987 -4.933734 -0.498 -0.120 0.380
C -3.450185 -0.375253 -3.919306 -0.013 -0.676 -0.392
C -4.729341 -0.146958 -3.495078 -0.920 0.130 -0.016
C -5.851742 -0.743504 -4.070291 -0.136 -0.217 -0.586
H -4.164940 -2.788981 -6.355247 -0.316 1.428 1.384
H -2.256538 -1.612731 -5.099745 0.764 -0.185 -0.769
H -2.612812 0.117657 -3.438997 -0.056 -0.135 -0.044
H -4.930291 0.483077 -2.665135 0.087 0.742 0.545
H -6.865326 -0.416755 -3.775274 0.655 -0.583 -0.142
F -0.520042 -10.840658 -0.700900 -0.566 -1.072 0.963
C 0.484160 -10.131564 -1.190035 -0.783 0.359 -1.076
C 1.776870 -10.516273 -1.095946 0.194 -0.238 1.404
C 2.725934 -9.715177 -1.678616 1.702 -0.050 -1.301
C 2.443547 -8.603575 -2.466629 -1.200 0.452 0.709
C 1.073268 -8.296100 -2.547647 0.601 1.257 -0.858
C 0.109452 -9.069607 -1.959372 -0.592 0.308 -0.567
H 2.015062 -11.332287 -0.429824 0.273 -0.254 -0.249
H 3.740650 -10.082963 -1.673955 0.301 0.154 0.352
H 3.185274 -7.928525 -2.926398 -0.283 -0.773 0.267
H 0.727095 -7.410277 -3.094539 0.296 -0.428 -0.057
H -0.937922 -8.944241 -2.214275 0.062 0.297 0.371
F -6.822023 -2.338133 -1.186085 0.105 0.168 0.174
C -6.120843 -1.340261 -0.598309 0.377 0.200 0.170
C -6.618600 -0.045822 -0.626938 0.750 -1.233 0.096
C -5.809951 0.945446 -0.096403 -0.366 1.014 0.201
C -4.614342 0.690110 0.574562 -0.567 -1.781 -1.011
C -4.173314 -0.649810 0.620144 -0.527 1.000 0.463
C -4.906189 -1.652411 0.014694 -0.648 -0.483 -0.536
H -7.575326 0.128559 -1.078474 -0.224 0.293 -0.191
H -6.192889 1.951406 -0.239254 0.326 0.128 0.320
H -3.981818 1.440976 0.978079 0.226 0.730 0.273
H -3.322429 -0.881595 1.235361 0.415 -0.224 -0.286
H -4.605024 -2.701639 -0.012664 0.073 0.353 0.205
F 3.543192 -1.625014 -4.872097 0.244 0.397 0.682
C 4.284949 -1.434566 -3.738186 0.105 -0.511 0.447
C 5.211622 -2.413028 -3.399196 -1.223 -0.058 -1.282
C 6.042698 -2.233581 -2.329588 0.150 0.060 0.387
C 5.941811 -1.117535 -1.519271 -1.340 1.090 0.359
C 4.867133 -0.213502 -1.761040 1.106 -1.950 -1.223
C 4.058588 -0.360881 -2.896575 0.399 0.280 -0.459
H 5.184148 -3.313839 -4.002697 0.431 0.041 -0.028
H 6.724962 -3.026622 -2.138646 0.697 -0.316 0.333
H 6.616765 -0.924271 -0.675778 -0.300 -0.271 -0.384
H 4.703815 0.596094 -1.124996 -0.157 1.207 0.836
H 3.389573 0.417005 -3.243767 -0.254 -0.083 0.414
F 0.804115 -0.842762 -3.434836 -0.168 -0.237 -0.637
C 0.341106 -0.612009 -4.698499 -0.680 -1.118 -0.171
C -0.286557 0.572812 -4.955501 -0.094 -0.817 -1.759
C -0.695965 0.804997 -6.280586 0.369 0.268 0.139
C -0.495480 -0.115968 -7.326520 -0.379 0.577 1.438
C -0.075319 -1.386578 -6.966770 -0.353 1.210 0.251
C 0.279373 -1.634164 -5.652842 1.080 -0.005 0.025
H -0.594900 1.188453 -4.165578 0.082 1.244 0.866
H -1.146222 1.776767 -6.405259 -0.194 0.083 -0.543
H -0.757348 0.081035 -8.348050 -0.188 0.310 -0.208
H -0.096277 -2.121217 -7.738412 0.289 -0.791 -0.073
H 0.609467 -2.625467 -5.467939 0.407 -0.693 0.695
C -3.944148 -4.744745 -3.014991 -1.191 -1.406 -0.157
C -4.707075 -5.493115 -4.241410 3.734 2.406 0.300
O -3.490397 -5.748053 -5.111852 -1.086 -0.415 1.389
S -2.256212 -6.174094 -4.187688 -0.150 3.491 -0.637
O -1.135845 -5.554815 -4.820912 -0.005 -0.628 0.397
O -2.284642 -7.519702 -3.838068 0.085 -2.238 0.299
O -2.658014 -5.341860 -2.845874 0.170 -0.761 -1.421
H -4.410747 -4.829880 -2.037358 -0.413 -0.110 -0.120
H -3.795828 -3.717773 -3.241532 -0.064 0.969 -0.482
H -5.230037 -4.737283 -4.811850 -0.533 -0.229 0.052
H -5.207926 -6.397788 -4.043990 -0.585 -0.946 0.345
C 5.253885 4.120035 -0.835629 0.008 0.075 -0.382
C 6.534255 4.850535 -0.472186 0.801 0.236 -1.217
O 7.555341 4.065666 -1.174536 -0.020 0.158 0.573
S 7.243117 2.528981 -0.930868 -2.580 2.491 -0.919
O 7.606568 2.209335 0.398075 0.827 -1.175 0.215
O 7.522182 1.877773 -2.151319 0.849 -0.988 0.547
O 5.614300 2.734776 -0.871497 0.822 -0.444 -0.227
H 4.775788 4.414355 -1.793376 0.526 -0.114 0.480
H 4.573292 4.194596 -0.024179 -0.912 0.351 0.571
H 6.729786 4.897540 0.584914 0.118 -0.408 0.519
H 6.678537 5.855707 -0.860157 -0.461 -0.022 -0.168
C 3.530776 5.120823 3.339040 -1.364 1.702 -0.643
C 2.853110 6.561697 3.697428 -0.478 -0.925 -0.739
O 3.733178 7.588059 3.186978 0.266 -0.421 -0.286
S 4.626797 6.940796 2.040853 0.632 -0.800 2.287
O 5.907068 7.588644 2.074643 -1.480 -0.750 -0.867
O 3.787575 6.690517 0.922712 0.458 0.527 -0.884
O 4.768992 5.489304 2.776883 1.411 0.966 -0.375
H 3.000112 4.550127 2.576041 -0.449 0.126 0.263
H 3.682852 4.519738 4.217231 0.170 -0.075 0.287
H 2.873786 6.677179 4.757504 -0.110 0.146 0.749
H 1.825260 6.760673 3.308277 0.894 -0.594 0.156
C -3.304318 4.917499 -1.805907 2.006 -1.734 -1.262
C -3.620390 3.467494 -2.439403 -1.241 1.102 -0.429
O -2.644450 3.215483 -3.476772 0.768 -0.016 0.379
S -1.750287 4.500271 -3.813073 -0.120 -1.928 4.897
O -2.497097 5.294800 -4.681508 -0.327 1.475 -1.776
O -0.415998 4.033363 -3.991795 -0.341 0.634 -0.627
O -1.832394 5.140280 -2.277280 -2.152 -0.446 -1.198
H -3.292568 4.952875 -0.709829 0.176 0.021 -0.709
H -3.995232 5.624876 -2.271784 0.536 0.232 0.264
H -4.552020 3.612437 -3.048047 0.379 -0.486 1.093
H -3.669201 2.597510 -1.731332 0.281 1.056 -0.766
C 2.330741 2.930273 -7.391230 0.633 -1.354 -0.016
C 2.993349 1.520564 -7.104765 0.098 0.547 -0.126
O 3.481586 1.578248 -5.749495 0.163 1.178 0.320
S 2.966212 2.921651 -4.995671 -0.491 -1.643 -3.444
O 3.956053 3.915796 -5.045516 0.523 0.578 0.358
O 2.345447 2.462798 -3.829893 -0.740 0.249 1.743
O 1.817152 3.241517 -6.123940 0.253 0.517 2.021
H 1.483899 2.841589 -8.040372 -0.480 -0.307 -0.395
H 2.929391 3.745754 -7.769898 0.739 -0.033 0.020
H 3.832715 1.167667 -7.730967 -0.595 0.462 0.114
H 2.189134 0.796786 -7.044246 -0.117 -0.257 -0.474
O -5.130970 -1.379427 5.829537 0.098 -0.527 0.288
S -3.815260 -1.780742 6.250069 1.505 1.435 -0.854
O -3.321931 -3.109439 5.995693 -0.392 0.717 0.116
O -2.777648 -0.664996 5.617316 -0.496 -0.699 -0.443
C -3.160613 0.155861 4.410988 -1.276 -2.047 0.757
C -2.307726 1.353959 4.388354 -0.605 0.911 0.035
C -3.523514 -1.304213 7.939562 -1.232 -0.918 0.099
H -4.239925 0.346252 4.566610 0.576 0.281 -0.302
H -3.069529 -0.445380 3.496994 0.224 -0.133 0.378
H -1.272204 1.163160 4.512414 1.025 -0.557 0.107
H -2.616378 1.997434 5.220144 0.020 0.252 -0.470
H -2.395687 1.796771 3.386920 -0.144 0.329 0.393
H -4.328085 -1.795108 8.544064 0.733 0.466 -0.438
H -3.644776 -0.234990 7.905054 -0.036 0.315 0.358
H -2.540256 -1.608280 8.280103 0.072 -0.040 -0.173
O 0.561422 4.506873 4.365921 -0.028 0.533 1.139
S 0.274179 5.044770 5.678665 0.123 -0.479 -0.001
O 1.268394 5.092559 6.722103 -0.058 0.078 -0.693
O -0.297218 6.515659 5.448683 0.567 -0.736 0.358
C -0.005981 7.520365 6.482662 -0.736 1.045 -0.939
C -0.938095 7.372072 7.693467 0.240 0.333 0.009
C -1.124682 4.162943 6.334652 0.928 -0.584 0.378
H -0.194548 8.424919 5.842300 0.012 -0.527 1.136
H 1.060734 7.523177 6.732111 -0.336 -0.283 0.040
H -0.916075 8.287726 8.302187 -0.036 -0.086 -0.365
H -0.582059 6.596609 8.382011 -0.145 -0.109 -0.352
H -1.987496 7.187202 7.391920 0.603 0.093 0.089
H -0.765867 3.271836 6.890588 0.088 0.745 -0.154
H -1.607772 3.763070 5.473983 -0.902 0.158 -0.522
H -1.700159 4.818816 6.977889 -0.182 -0.074 -0.128
O -1.531315 2.338488 -0.712651 0.782 -1.386 -0.068
S -0.725118 1.166281 -0.366096 0.283 4.191 -0.591
O -0.614220 0.945519 1.031942 0.111 -1.030 1.432
O -1.279071 -0.000091 -1.129209 -0.613 -2.864 -1.311
C -0.746310 -1.428874 -0.855881 -0.340 1.289 -0.980
C -1.625594 -2.361278 -1.597185 -0.625 -1.005 0.741
C 0.920473 1.319839 -1.001836 0.121 0.530 1.142
H -0.863406 -1.462560 0.197283 0.312 -0.573 1.000
H 0.260282 -1.529005 -1.255660 0.164 0.530 0.417
H -2.648165 -2.169704 -1.293494 -0.293 -0.144 -0.045
H -1.377857 -3.417783 -1.324690 -0.105 0.832 -0.175
H -1.563206 -2.243407 -2.661469 0.235 0.070 -0.576
H 1.331988 2.159069 -0.407866 -0.063 -0.464 -0.319
H 0.985976 1.580346 -2.058543 -0.149 -0.404 0.082
H 1.419704 0.397339 -0.662095 0.109 0.388 -0.587
O 2.488925 8.914266 -3.296695 -0.216 0.641 0.243
S 2.177834 7.537144 -3.370416 0.811 -4.523 -1.380
O 3.193252 6.537638 -3.786669 -1.224 2.167 0.988
O 1.565274 7.036118 -1.972394 0.176 -0.781 -0.128
C 1.912456 5.624283 -1.535999 0.184 -0.463 -1.301
C 0.988229 5.185235 -0.414616 0.256 -0.773 -1.293
C 0.794968 7.121186 -4.469477 1.597 1.201 0.230
H 2.917492 5.731632 -1.161889 0.283 -0.105 0.012
H 1.931238 4.865363 -2.412027 -0.248 1.582 1.211
H 0.010661 4.908688 -0.804554 -0.063 -0.023 0.059
H 0.890929 6.006265 0.243328 -0.101 0.661 1.145
H 1.434146 4.286097 0.066538 -0.213 0.730 -0.094
H -0.035654 7.703327 -4.175248 -1.003 0.698 -0.004
H 0.615926 6.095638 -4.322032 -0.148 -1.270 0.318
H 1.125543 7.260766 -5.497160 -0.071 0.322 0.094
O 2.040058 -4.829466 8.588241 1.188 2.315 -0.504
S 2.784402 -3.642656 8.132761 0.410 -2.918 0.134
O 3.976780 -3.853092 7.343981 -0.377 0.021 0.562
O 1.844401 -2.710116 7.320586 -0.753 0.491 -1.120
C 1.962389 -2.654950 5.834201 -0.845 0.085 0.307
C 1.142919 -3.710026 5.121161 0.963 0.370 -0.356
C 3.109855 -2.538984 9.476020 -0.923 -0.027 0.094
H 2.972403 -2.835651 5.554283 0.999 0.428 0.112
H 1.622466 -1.630464 5.620605 0.272 -0.440 -0.044
H 1.258673 -3.544196 4.034020 -0.086 0.007 0.418
H 0.123987 -3.616059 5.387252 -1.206 -0.170 0.221
H 1.536754 -4.700486 5.334802 -0.132 -0.108 0.132
H 3.603223 -3.056817 10.320660 -0.317 0.336 -0.639
H 2.082326 -2.202896 9.704806 0.576 -0.098 0.478
H 3.650061 -1.682664 9.070551 0.204 -0.253 0.160
O 4.037394 -4.499399 -5.840155 -1.419 -2.163 1.290
S 3.464287 -5.750550 -5.281782 2.857 0.632 -2.534
O 4.396834 -6.680870 -4.688575 -0.417 0.590 0.279
O 2.258885 -5.484439 -4.385647 -1.189 0.065 0.710
C 2.353792 -4.543901 -3.279968 0.235 0.239 -0.571
C 1.020860 -4.541106 -2.602039 -0.446 1.298 0.422
C 2.580177 -6.623471 -6.535618 -0.051 -0.886 0.654
H 2.562604 -3.566841 -3.749404 0.015 -0.324 0.432
H 3.194272 -4.876107 -2.679845 0.036 0.172 0.400
H 1.047256 -3.704205 -1.889349 0.056 -0.049 -0.076
H 0.767278 -5.399493 -1.977014 0.081 -0.225 -0.506
H 0.241406 -4.269078 -3.343149 0.323 -0.539 0.514
H 1.788186 -5.960132 -6.838504 -0.379 -0.047 -0.338
H 2.210240 -7.596477 -6.109071 0.222 1.129 -0.313
H 3.279172 -6.843420 -7.332424 0.100 0.134 -0.160
O -6.277251 6.524063 0.650063 0.182 -0.743 0.919
S -5.766294 5.232687 1.022454 0.708 0.647 -1.859
O -5.587470 4.296889 -0.072830 -0.269 -0.107 1.230
O -4.302959 5.523790 1.643857 -0.889 -0.277 0.911
C -3.341015 4.468781 1.938066 0.412 -1.398 -0.902
C -2.002419 5.132333 2.180419 -0.154 0.593 -1.144
C -6.714586 4.525845 2.362811 1.765 0.201 0.780
H -3.361197 3.783569 1.071375 0.294 0.287 0.235
H -3.509835 3.816067 2.820523 -0.935 0.709 -0.198
H -1.803340 5.839879 1.336653 -0.066 -0.368 0.803
H -1.154680 4.421788 2.197393 -0.626 0.218 0.300
H -2.146374 5.675331 3.116429 0.682 0.155 -0.057
H -6.052072 3.734545 2.817537 -0.917 0.757 -0.344
H -7.640951 4.134307 2.008096 -0.458 -0.376 -0.512
H -6.922641 5.357120 3.056152 0.266 -0.436 -0.165
O -2.561889 -5.014102 0.757997 -0.643 0.386 0.071
S -2.926448 -4.243301 1.910591 0.061 0.445 -0.352
O -2.494656 -2.863098 1.997182 -0.069 -0.513 -0.180
O -4.498071 -4.302643 2.101461 -0.103 0.181 -0.123
C -5.045648 -3.478079 3.240728 2.132 0.425 -0.940
C -6.364965 -2.937102 2.902898 -1.918 -0.638 0.332
C -2.348782 -5.078363 3.300423 1.450 -0.355 0.684
H -4.288428 -2.692951 3.324321 -0.287 -0.060 0.572
H -5.040588 -4.150703 4.073502 -0.073 -0.123 0.619
H -6.857110 -2.495000 3.802256 0.616 -0.202 -0.580
H -6.970983 -3.822714 2.651581 -0.211 0.473 -0.204
H -6.388595 -2.222651 2.083912 0.182 -0.052 0.050
H -1.251676 -5.255614 3.154698 -1.011 0.006 0.060
H -2.904692 -5.986465 3.459101 -0.008 -0.498 -0.269
H -2.470488 -4.473477 4.179432 -0.098 0.504 0.372